# 1
20
Properties=species:S:1:pos:R:3:forces:R:3:mulliken_charge:R:1 method="wB97M-V/def2-TZVPD" e_above_lowest_kj_mol=333.6 homo_lumo_gap_ev=10.0
C 0.5517 -0.9620 -0.0075 0.8 -1.3 0.0 0.49
C -1.1886 0.3054 -0.0026 0.3 0.1 0.0 1.60
C -0.3353 -0.4346 1.0849 0.0 0.1 0.0 -0.79
C -0.3228 -0.4087 -1.0974 0.0 0.1 0.0 -0.79
C 1.7055 -1.7132 -0.0103 -2.1 -1.0 0.0 -1.23
C -1.0623 1.8275 0.0158 0.0 -0.1 0.0 -1.67
O 2.2144 0.7628 0.0266 0.4 -1.7 0.0 -0.68
C -2.5799 -0.1047 -0.0153 -0.5 -0.1 0.0 -0.19
N -3.6761 -0.4509 -0.0242 0.1 0.0 0.0 -0.49
H 2.8422 1.4969 0.0226 0.3 -0.5 0.0 0.19
H 0.1508 0.2123 1.8124 0.0 0.0 0.0 0.30
H -0.8735 -1.2286 1.6088 0.0 0.0 -0.1 0.40
H 0.1709 0.2546 -1.8042 0.0 0.0 0.0 0.30
H -0.8543 -1.1904 -1.6451 0.0 0.0 0.1 0.39
H 1.9453 -2.2710 0.8875 0.2 0.4 0.2 0.32
H 1.9545 -2.2503 -0.9183 0.2 0.4 -0.2 0.32
H 2.4390 -0.4401 0.0057 -0.1 3.6 0.1 0.38
H -0.0063 2.0919 0.0238 0.0 0.0 0.0 0.34
H -1.5334 2.2619 -0.8663 0.0 0.0 0.0 0.40
H -1.5420 2.2411 0.9032 0.0 0.0 0.0 0.40

=====

# 2
67
Properties=species:S:1:pos:R:3:forces:R:3:mulliken_charge:R:1 method="wB97M-V/def2-TZVPD" e_above_lowest_kj_mol=1308.9 homo_lumo_gap_ev=2.6
Zn -5.1276 -5.8653 -10.5457 0.0 0.3 0.2 1.13
C -9.5000 -3.1647 -6.7402 2.5 0.1 -0.6 0.62
F -10.1301 -2.2202 -6.1184 -1.3 1.1 0.2 -0.20
F -8.6748 -3.6920 -5.7744 -0.8 -0.4 -1.4 -0.23
F -10.3295 -4.0442 -7.2856 -0.1 -0.4 0.8 -0.20
S -8.4839 -2.4856 -8.2094 2.3 -0.2 0.4 1.10
O -7.7124 -3.6684 -8.6810 -0.5 0.5 0.5 -0.51
O -9.4053 -1.9863 -9.1814 -0.7 0.0 0.1 -0.56
O -7.5391 -1.5054 -7.6597 -1.1 -0.8 -0.1 -0.54
C 0.0137 -1.7182 -11.2455 -2.3 2.3 -0.3 0.56
F 0.1938 -2.4938 -12.3292 0.2 0.5 1.0 -0.20
F 0.6388 -2.1685 -10.1883 0.6 -0.6 0.1 -0.20
F 0.4960 -0.4430 -11.5164 -0.5 -1.8 0.2 -0.22
S -1.9560 -1.5673 -10.8360 -0.2 1.6 0.7 1.10
O -2.3783 -2.9608 -10.7990 0.3 -0.4 0.4 -0.52
O -2.1846 -0.7845 -9.5822 1.2 -1.8 -2.2 -0.55
O -2.5106 -0.9138 -12.0122 0.6 0.0 0.2 -0.56
C -7.9108 -9.6185 -6.1276 0.3 -0.1 0.0 -0.93
S -7.6696 -9.8522 -7.9441 0.6 0.6 0.8 0.47
O -7.1240 -8.5420 -8.4254 -0.1 -0.6 0.0 -0.56
C -6.2686 -11.0486 -7.8410 -0.9 0.1 0.2 -0.86
H -8.4108 -10.4593 -5.6469 0.1 -0.2 -0.3 0.35
H -8.5186 -8.7389 -5.9158 0.1 0.1 -0.5 0.33
H -6.9296 -9.4797 -5.6736 0.0 0.1 -0.1 0.28
H -5.3320 -10.6136 -7.4922 -0.2 0.3 -0.3 0.27
H -6.2235 -11.4845 -8.8390 0.4 0.0 0.1 0.29
H -6.5729 -11.8101 -7.1230 -0.1 -0.2 -0.1 0.36
C -8.4106 -3.6482 -15.6734 0.8 -0.4 -0.1 -0.89
S -6.7186 -3.2093 -15.0149 0.2 -0.6 -0.5 0.50
O -6.2584 -4.2163 -13.9815 -0.7 0.5 -1.2 -0.57
C -5.7862 -3.5955 -16.6016 0.4 -0.4 0.9 -0.95
H -9.1745 -3.4884 -14.9124 0.2 0.0 0.0 0.31
H -8.4034 -4.6763 -16.0354 0.0 -0.2 0.4 0.27
H -8.6076 -3.0588 -16.5689 0.1 0.4 0.2 0.35
H -6.0138 -4.5843 -16.9999 -0.7 0.1 -0.1 0.30
H -4.7479 -3.7278 -16.2976 0.0 0.4 0.4 0.32
H -5.7975 -2.8002 -17.3469 -0.5 0.0 0.2 0.36
C -0.6753 -5.3113 -6.3350 0.5 -0.2 -0.3 -0.90
S -2.2074 -6.1210 -5.8484 -1.3 -0.4 -2.1 0.46
O -3.2011 -6.0727 -7.0418 1.9 -0.4 2.0 -0.56
C -1.4123 -7.8243 -5.7520 -0.7 0.2 -0.3 -0.94
H -0.2486 -5.8685 -7.1689 0.1 -0.1 0.2 0.26
H -0.0660 -5.3694 -5.4331 0.3 -0.1 -0.1 0.35
H -0.6959 -4.2717 -6.6622 -0.8 0.0 0.3 0.36
H -0.6621 -7.8688 -4.9626 -0.1 0.3 0.1 0.37
H -0.9759 -8.1736 -6.6878 0.1 0.6 -0.2 0.30
H -2.2072 -8.5404 -5.5434 -0.1 0.2 0.3 0.30
C 0.3681 -8.4081 -12.3686 -0.1 -0.4 0.8 -0.95
S -1.3893 -8.9549 -12.4407 0.3 1.5 0.1 0.47
O -2.1664 -7.9251 -11.6451 0.5 -0.9 -0.8 -0.56
C -1.4213 -8.5053 -14.1866 -0.3 -0.2 -1.3 -1.00
H 0.7852 -8.7742 -11.4305 0.0 0.0 0.0 0.32
H 0.4074 -7.3191 -12.3404 -0.3 0.0 -0.2 0.31
H 0.9408 -8.8026 -13.2079 -0.1 0.0 0.1 0.36
H -0.9257 -7.5501 -14.3599 -0.3 0.1 0.2 0.33
H -2.3843 -8.5674 -14.6934 -0.5 0.5 0.8 0.33
H -0.9045 -9.2319 -14.8136 0.6 -0.4 0.6 0.40
C -9.2483 -9.5498 -13.8629 -0.5 -0.8 0.1 -0.97
S -7.4296 -9.6962 -14.1734 -0.3 1.0 0.2 0.47
O -6.7668 -9.0116 -12.9929 -0.6 -1.3 -0.9 -0.55
C -7.3130 -11.5462 -14.1424 0.0 0.5 0.8 -0.89
H -9.9009 -10.0705 -14.5636 0.6 -0.2 -0.6 0.38
H -9.6367 -8.5314 -13.8757 0.8 0.2 0.1 0.32
H -9.5217 -10.0314 -12.9241 0.4 0.3 0.4 0.30
H -7.6128 -11.9489 -15.1099 -0.4 0.2 0.1 0.35
H -7.9026 -11.9021 -13.2975 -0.1 -0.2 -0.2 0.27
H -6.2849 -11.8764 -13.9942 0.1 0.5 0.1 0.32

=====

# 3
13
Properties=species:S:1:pos:R:3:forces:R:3:mulliken_charge:R:1 method="wB97M-V/def2-TZVPD" spin_multiplicity=2 homo_lumo_gap_ev="1.9 / 1.9" charge=+2
O 3.1242 2.8217 0.8039 0.0 2.8 1.5 -0.43
C 2.6637 1.7977 0.4599 1.3 -5.0 -3.3 0.83
O 2.6305 0.7754 -0.0795 -1.3 2.1 1.7 -0.08
Bi 4.9737 4.0574 0.6332 0.0 0.1 0.0 1.56
O -0.1664 0.3357 0.8731 -0.2 -1.1 -0.5 -0.45
H 0.3268 -1.6270 0.6739 -0.1 0.1 -0.2 0.37
O -1.9017 -2.1820 -0.8865 0.7 -0.9 1.5 -0.37
O -2.6386 -0.3664 -0.4244 -0.6 1.1 1.2 -0.32
O -2.0011 -0.6696 -2.5881 -2.1 -1.0 0.1 -0.43
C -0.4287 -0.8176 0.6041 0.4 0.8 0.7 -0.05
C -1.8435 -1.2905 0.3044 -1.9 -1.2 -1.6 0.35
C -2.3799 -1.1027 -1.5414 3.6 2.0 -1.2 0.70
H -2.3591 -1.7319 1.1675 0.3 0.1 0.0 0.32

=====

# 4
107
Properties=species:S:1:pos:R:3:forces:R:3:mulliken_charge:R:1 method="wB97M-V/def2-TZVPD" e_above_lowest_kj_mol=0.0 spin_multiplicity=3 homo_lumo_gap_ev="7.9 / 7.4" charge=+1
Ni 0.1122 -0.1437 -0.1018 0.6 -0.4 0.0 2.27
C 0.8884 -5.5339 8.0236 0.0 0.0 0.0 -1.31
C 0.7630 -4.2063 7.2938 0.0 0.0 -0.1 -0.16
S -0.4888 -4.3074 6.0336 0.1 0.2 0.1 1.20
O -1.6955 -4.8623 6.5863 -0.1 -0.1 0.0 -0.70
O 0.0814 -4.9007 4.8453 0.0 -0.1 -0.1 -0.67
C -0.8293 -2.6034 5.6162 0.1 0.0 0.0 -0.33
C -1.8841 -2.6071 4.5134 -0.1 -0.1 0.0 -1.89
N -1.6335 -1.5531 3.5298 0.0 -0.1 -0.3 0.66
C -1.0224 -1.7676 2.3447 -0.1 0.0 0.0 0.18
N -0.9573 -0.6370 1.6376 0.1 0.0 0.1 1.95
C -1.5658 0.3318 2.3827 -0.1 -0.1 0.2 -1.50
C -1.9752 -0.2230 3.5528 0.1 0.2 -0.1 -0.18
N -2.6055 0.4418 4.6534 -0.3 -0.1 -0.2 1.08
O -2.8976 1.6049 4.4824 0.1 0.1 0.0 -0.64
O -2.8278 -0.2115 5.6536 0.1 0.0 0.2 -0.63
C -0.5843 -3.1150 1.9036 0.0 0.0 0.0 -1.92
H 1.6384 -5.4367 8.8071 0.0 0.0 0.0 0.40
H 1.2057 -6.3230 7.3446 0.0 0.0 0.0 0.34
H -0.0584 -5.8207 8.4757 0.0 0.0 0.0 0.36
H 1.6818 -3.9268 6.7800 0.0 0.1 0.0 0.09
H 0.4666 -3.3996 7.9636 -0.1 0.0 0.0 0.42
H 0.1125 -2.1866 5.2600 0.0 0.0 0.0 0.26
H -1.1687 -2.0674 6.4980 0.0 0.0 0.1 0.72
H -2.8854 -2.4931 4.9192 0.1 0.0 0.0 0.34
H -1.8466 -3.5409 3.9557 0.0 0.0 0.1 0.72
H -1.6702 1.3544 2.0666 0.0 0.0 0.0 0.89
H -1.4557 -3.7337 1.6758 0.0 0.0 0.0 0.67
H -0.0203 -3.6277 2.6839 0.0 0.0 0.0 0.27
H 0.0349 -3.0197 1.0188 0.0 0.0 0.0 0.06
C -0.9302 3.9305 -0.1062 -0.1 0.1 -0.1 -0.40
O -0.4614 3.0307 0.9085 0.1 0.0 0.1 -0.34
P 0.6880 1.9561 0.6606 -0.1 -0.2 0.3 -0.99
O 1.8165 2.8764 0.0176 -0.3 0.1 -0.1 -0.26
C 3.1300 2.3480 -0.2170 0.1 -0.1 0.0 -0.62
O 1.1646 1.6104 2.1340 0.0 0.1 -0.1 0.31
C 1.4758 2.6287 3.1059 0.0 0.1 0.1 -0.97
H -1.6187 4.6102 0.3880 0.0 0.0 0.0 0.38
H -1.4475 3.3755 -0.8898 0.0 0.0 0.0 -0.05
H -0.0947 4.4865 -0.5275 0.0 0.0 0.0 0.31
H 3.5607 2.9425 -1.0181 0.0 0.0 0.0 0.27
H 3.0845 1.2955 -0.5122 0.0 0.1 0.0 0.09
H 3.7210 2.4612 0.6907 0.0 0.0 0.0 0.38
H 0.5611 2.9284 3.6129 0.0 0.0 0.0 0.28
H 1.9340 3.4932 2.6262 0.0 0.0 0.0 0.37
H 2.1699 2.1800 3.8108 0.0 0.0 0.0 0.23
Te 1.2424 -0.1006 -2.6712 0.0 0.0 -0.6 0.89
C 0.2274 1.4164 -3.7653 0.0 -0.1 0.1 0.71
C -0.4502 1.1152 -4.9427 0.0 -0.1 0.0 -0.87
C -1.1073 2.1113 -5.6508 0.0 0.0 0.0 -0.61
C -1.0963 3.4184 -5.1867 0.0 0.0 0.0 -0.58
C -0.4137 3.7296 -4.0199 0.0 0.0 0.0 -0.65
C 0.2468 2.7323 -3.3150 0.0 0.1 0.0 -0.49
C 2.9611 -0.0225 -3.8891 0.1 0.1 0.1 0.59
C 3.0675 -0.9736 -4.8940 0.0 0.0 0.0 -0.49
C 4.1661 -0.9545 -5.7426 0.0 0.0 0.0 -0.72
C 5.1526 0.0046 -5.5829 0.0 0.0 0.0 -0.54
C 5.0444 0.9501 -4.5743 0.0 0.0 0.0 -0.65
C 3.9492 0.9369 -3.7236 0.0 0.0 0.0 -0.25
H -0.4592 0.0997 -5.3214 0.0 0.0 0.0 0.35
H -1.6268 1.8668 -6.5679 0.0 0.0 0.0 0.45
H -1.6064 4.1945 -5.7399 0.0 0.0 0.0 0.42
H -0.3855 4.7518 -3.6657 0.0 0.0 0.0 0.44
H 0.7952 2.9882 -2.4166 0.0 0.0 0.0 0.50
H 2.3046 -1.7310 -5.0164 0.0 0.0 0.0 0.37
H 4.2491 -1.6939 -6.5268 0.0 0.0 0.0 0.43
H 6.0078 0.0157 -6.2441 0.0 0.0 0.0 0.41
H 5.8136 1.6997 -4.4486 0.0 0.0 0.0 0.44
H 3.8673 1.6811 -2.9450 0.0 0.0 0.0 0.28
C -1.4504 -3.1530 -2.5626 0.0 0.0 0.0 -1.20
C -2.0332 -1.8325 -3.0513 0.1 0.0 0.0 -0.15
Sb -2.0639 -0.4079 -1.4652 -0.7 0.2 -0.2 -0.43
C -3.1854 1.2263 -2.2741 0.0 0.0 0.0 0.01
C -3.9674 0.8851 -3.5348 0.0 0.0 -0.1 -1.32
C -3.5306 -1.3695 -0.2323 0.1 0.1 0.1 -0.20
C -4.8146 -1.7609 -0.9453 0.0 0.0 0.0 -1.32
H -1.4268 -3.8889 -3.3667 0.0 0.0 0.0 0.45
H -2.0444 -3.5801 -1.7518 0.0 0.0 0.0 0.32
H -0.4259 -3.0261 -2.2017 0.0 0.0 0.0 0.17
H -3.0590 -1.9436 -3.4009 0.0 0.0 0.0 0.62
H -1.4433 -1.4123 -3.8664 0.0 0.0 0.1 -0.03
H -2.4680 2.0239 -2.4724 0.0 0.0 0.0 -0.24
H -3.8461 1.5617 -1.4720 0.0 0.0 0.0 0.62
H -3.2944 0.6575 -4.3614 0.0 0.0 0.0 0.22
H -4.5866 1.7293 -3.8385 0.0 0.0 0.0 0.44
H -4.6261 0.0298 -3.3943 -0.1 0.0 0.0 0.30
H -3.7348 -0.6859 0.5947 0.0 0.0 0.0 0.44
H -3.0334 -2.2418 0.1979 0.0 0.0 0.0 0.09
H -5.3277 -0.8916 -1.3540 0.0 0.0 0.0 0.28
H -5.5038 -2.2463 -0.2538 0.0 0.0 0.0 0.44
H -4.6319 -2.4589 -1.7612 0.0 0.0 0.0 0.30
O 3.0804 -1.4837 -1.2836 0.1 0.0 0.2 -0.81
C 2.6291 -1.7312 -0.1679 0.3 -0.2 -0.1 -0.55
O 1.4070 -1.5760 0.1948 -0.5 0.4 0.2 0.20
C 3.5106 -2.2798 0.9164 0.2 -0.1 -0.1 0.24
C 4.7858 -2.7565 0.6253 -0.1 0.0 0.1 -0.80
C 5.5817 -3.2859 1.6321 -0.1 0.0 0.1 -0.69
C 5.1159 -3.3336 2.9399 0.0 0.0 -0.1 -0.60
C 3.8521 -2.8310 3.2001 0.1 0.0 0.1 -0.10
C 3.0386 -2.3097 2.2187 0.0 0.0 -0.1 0.07
N 3.3385 -2.8492 4.5784 -0.1 -0.3 -0.3 1.12
O 3.9641 -3.4592 5.4128 0.1 0.1 0.2 -0.64
O 2.2808 -2.2788 4.7859 0.0 0.1 0.2 -0.63
H 5.1356 -2.7122 -0.3972 0.0 0.0 0.0 0.57
H 6.5660 -3.6674 1.4017 0.0 0.0 0.0 0.42
H 5.7090 -3.7444 3.7427 0.0 0.0 0.0 0.54
H 2.0584 -1.9310 2.4585 0.0 0.0 0.0 0.47